# 1
# C6H12N4OS

2 unconnected molecules or ions with the total composition C6H12N4OS (the ωB97M-V functional and the def2-TZVPD basis, the OMol25 dataset).

E	-928.04852	hartree
relative energy (zero: lowest compared OMol25 entry of this formula, charge and spin)	64.0	kcal/mol
SMILES string	C=S(=O)=CCN.Cn1cncn1
LUMO level (spin up / spin down)	-0.74 / -0.74	eV

Atoms and positions in Å:
C: -1.2719 0.1159 -0.9016
S: -0.2273 1.3310 -0.4955
O: 0.1064 1.5408 0.8893
C: 1.2070 1.4309 -1.5488
C: 2.2705 2.2180 -0.9630
N: 2.9611 3.1739 -1.8857
H: -1.6218 0.2880 -1.9568
H: -2.1600 0.0277 -0.3013
H: 0.9441 1.6048 -2.5207
H: 3.0220 1.6576 -0.5992
H: 1.9004 2.7617 -0.0701
H: 3.8073 3.4274 -1.5109
H: 2.5122 4.0526 -2.1285
C: -0.9511 -1.2332 2.6025
N: -1.2607 -2.0778 1.4889
C: -0.4119 -2.3435 0.4794
N: -0.9991 -2.9843 -0.4943
C: -2.2623 -3.2200 0.0112
N: -2.4766 -2.5656 1.1468
H: -0.7504 -1.8707 3.4670
H: -0.0981 -0.4415 2.3393
H: -1.8324 -0.6160 2.7354
H: 0.6703 -2.5143 0.6003
H: -3.0777 -3.7632 -0.3837


# 2
# C6H12N6O3

A molecular structure, C6H12N6O3 (the ωB97M-V functional and the def2-TZVPD basis, the OMol25 dataset).

E	-789.93965	hartree
relative energy (zero: lowest compared OMol25 entry of this formula, charge and spin)	137.1	kcal/mol
LUMO level	0.36	eV

Atoms and positions in Å:
C: 1.1144 2.9639 0.1165
C: -0.1872 0.8850 0.1813
C: -1.4878 -0.8597 -0.4059
C: -3.9023 -0.5849 -0.1958
C: 0.7299 -1.1455 -0.3700
C: 3.0764 -1.6198 -0.0731
H: 2.3766 1.7859 -0.9666
H: 1.9042 3.0388 1.1165
H: 0.9124 4.1971 -0.2018
H: -0.9490 2.7298 0.4363
H: -2.7817 -2.4111 -0.6681
H: -3.9890 0.1790 -0.8789
H: -4.8270 -1.2421 0.0669
H: -2.4035 0.2472 1.0908
H: 1.5866 -3.1252 -0.1285
H: 3.2918 -0.5730 -0.6106
H: 3.7238 -2.3856 -0.4964
H: 2.6562 -0.8926 1.7435
N: -0.0848 2.1755 0.5953
N: -1.4692 0.4499 0.2811
N: -2.7093 -1.3492 -0.6235
N: -0.4725 -1.6567 -0.6914
N: 1.7683 -2.0719 -0.4048
N: 0.9240 0.1473 -0.0302
O: 1.4816 2.5942 -1.3141
O: -3.5271 0.0412 1.1289
O: 3.2443 -1.5177 1.3027


# 3
# C6H12NO

A gas-phase ion, C6H12NO (charge -1) (the ωB97M-V functional and the def2-TZVPD basis, the OMol25 dataset).

E	-365.72112	hartree
relative energy (zero: lowest compared OMol25 entry of this formula, charge and spin)	36.1	kcal/mol
SMILES string	C=CCCCNC[O-]
total charge	-1
LUMO level	3.88	eV

Atoms and positions in Å:
C: 2.7618 -1.5822 -0.6531
C: 1.8447 -0.8625 -0.0116
C: 0.3347 -0.8253 -0.2594
C: -0.0524 0.2175 -1.3462
C: -1.2206 1.1381 -0.7081
N: -0.9958 1.4901 0.6495
C: -1.8197 0.7799 1.8226
O: -1.5794 -0.4997 1.9899
H: 2.6903 -2.3322 -1.4365
H: 3.7416 -1.7353 -0.1488
H: 2.0429 -0.4299 0.9712
H: -0.2516 -0.8207 0.8208
H: 0.0822 -1.8573 -0.4667
H: -0.4163 -0.1318 -2.3078
H: 0.7516 0.9670 -1.5878
H: -1.4044 1.9926 -1.3909
H: -2.1497 0.6063 -0.9907
H: -0.0212 1.4073 0.8737
H: -1.4575 1.4871 2.6369
H: -2.8813 0.9910 1.5432


# 4
# C6H12NO

2 unconnected molecules or ions with the total composition C6H12NO (the ωB97M-V functional and the def2-TZVPD basis, the OMol25 dataset).

E	-365.44667	hartree
relative energy (zero: lowest compared OMol25 entry of this formula, charge and spin)	64.4	kcal/mol
total charge	+1
LUMO level	-3.10	eV

Atoms and positions in Å:
C: 0.5263 1.3258 0.9080
C: 0.2091 1.2803 -1.6444
C: 0.8143 -0.1996 1.3350
C: -2.9087 -0.1839 0.5389
C: 0.5400 0.7807 -0.4589
C: 0.8784 -1.6996 -0.9120
N: 1.2548 -0.4921 -0.0849
O: -1.7568 -0.2519 0.1712
H: -0.2997 1.9430 1.4129
H: 1.4928 1.9035 1.1612
H: 0.5615 0.8616 -2.5860
H: -0.4947 2.0981 -1.5501
H: 1.7533 -0.2741 1.9334
H: 0.0861 -0.8795 1.8307
H: -3.7914 -0.8585 0.4112
H: -3.3179 0.6730 1.1684
H: -0.2128 -1.6868 -0.8044
H: 1.0229 -1.3896 -2.0142
H: 1.3908 -2.6022 -0.6696
H: 2.2519 -0.3481 -0.1465


# 5
# C6H12NO

A gas-phase ion, C6H12NO (charge +1) (the ωB97M-V functional and the def2-TZVPD basis, the OMol25 dataset).

E	-365.43980	hartree
relative energy (zero: lowest compared OMol25 entry of this formula, charge and spin)	68.8	kcal/mol
total charge	+1
LUMO level	-3.47	eV

Atoms and positions in Å:
C: -0.8661 -1.6662 0.1915
C: -1.3908 -0.4942 -0.0085
C: -0.4992 0.7314 0.0315
C: 1.3631 -0.8390 0.4177
C: -2.8503 -0.2268 -0.2421
C: 1.8156 1.5300 0.0033
N: 0.9221 0.3795 -0.2589
O: 2.2691 -1.4889 -0.3599
H: -1.0604 -2.7054 0.2613
H: -0.8328 1.4763 -0.6946
H: -0.5465 1.1776 1.0300
H: 1.5450 -0.7390 1.4790
H: -3.3866 -1.1610 -0.3669
H: -2.9857 0.3801 -1.1363
H: -3.2678 0.3123 0.6068
H: 2.8166 1.3062 -0.3639
H: 1.4454 2.4228 -0.5020
H: 1.8612 1.7194 1.0747
H: 0.9889 0.1300 -1.2567
H: 2.6594 -2.2452 0.0941


# 6
# C6H12NO

A gas-phase ion, C6H12NO (charge +1) (the ωB97M-V functional and the def2-TZVPD basis, the OMol25 dataset).

E	-365.47384	hartree
relative energy (zero: lowest compared OMol25 entry of this formula, charge and spin)	47.4	kcal/mol
SMILES string	C[N@H+]1C=COC1(C)C
total charge	+1
LUMO level	-2.95	eV

Atoms and positions in Å:
C: -0.7428 -1.7403 -0.3053
N: -0.0379 -0.8229 0.5101
C: 1.4369 -1.1383 0.4570
C: 2.1178 -0.1937 -0.2878
O: 1.3912 0.9038 -0.5887
C: -0.1016 0.7242 0.0145
C: -0.3088 1.5928 1.1486
C: -1.0201 0.9097 -1.1204
H: -0.2467 -1.6114 -1.3255
H: -0.4639 -2.6117 0.1748
H: -1.8141 -1.4351 -0.5278
H: -0.3892 -0.8829 1.4534
H: 1.6784 -2.1463 0.9158
H: 3.1258 -0.1330 -0.5416
H: -1.2844 1.7030 1.4278
H: 0.0430 2.6664 0.9326
H: 0.3117 1.3005 1.9826
H: -0.5107 0.7636 -2.0608
H: -1.3793 1.8848 -1.0604
H: -1.8051 0.2666 -1.1988


# 7
# C6H12NO

2 unconnected molecules or ions with the total composition C6H12NO (the ωB97M-V functional and the def2-TZVPD basis, the OMol25 dataset).

E	-365.33133	hartree
relative energy (zero: lowest compared OMol25 entry of this formula, charge and spin)	136.8	kcal/mol
total charge	+1
LUMO level	-8.96	eV

Atoms and positions in Å:
O: -0.5389 0.6617 -1.3907
C: -0.4062 1.3116 -0.2573
C: -0.7343 0.7418 0.9875
C: -1.1102 -0.7814 1.1238
C: 0.1496 -1.7761 0.8454
C: 2.1772 -1.4930 2.3972
C: 1.4053 -1.1366 1.3555
N: -0.9108 2.1558 -4.2653
H: 0.1044 2.2994 -0.1701
H: -0.8962 1.5818 1.6979
H: -1.9198 -1.0718 0.4759
H: -1.3173 -0.8747 2.2268
H: -0.1300 -2.7953 1.1785
H: 0.3415 -1.9315 -0.3148
H: 1.9417 -2.1978 3.1566
H: 3.0354 -0.9330 2.6703
H: 1.9326 -0.3234 0.7745
H: -0.5388 1.6787 -3.4504
H: -0.9167 3.2010 -4.2560
H: -1.6685 1.6826 -4.7854


# 8
# C6H12NO

A gas-phase ion, C6H12NO (charge +1) (the ωB97M-V functional and the def2-TZVPD basis, the OMol25 dataset).

E	-365.47747	hartree
relative energy (zero: lowest compared OMol25 entry of this formula, charge and spin)	45.1	kcal/mol
SMILES string	C[N+]1(C)CC=C[C@H]1O
total charge	+1
LUMO level	-3.21	eV

Atoms and positions in Å:
C: 1.4926 0.8829 -0.2481
N: 0.2750 0.1868 -0.1306
C: 0.2930 -1.0035 -1.0769
C: -0.9222 0.9583 -0.5205
C: -1.9882 0.1375 0.3059
C: -1.3642 -0.4585 1.3411
C: 0.1017 -0.3765 1.3341
O: 0.6804 -1.5134 1.6672
H: 2.1970 0.3153 0.2492
H: 1.6321 1.1402 -1.3504
H: 1.2785 1.8900 0.2729
H: 0.8454 -1.7739 -0.5306
H: -0.8569 -1.3712 -1.2099
H: 0.6875 -0.7804 -2.1046
H: -1.0669 0.9272 -1.7075
H: -0.9747 1.9699 0.0510
H: -3.0425 0.2639 0.2413
H: -1.9016 -0.9454 2.2072
H: 0.5241 0.4949 2.0160
H: 0.0169 -2.2408 1.8494


# 9
# C6H12NO5S

2 unconnected molecules or ions with the total composition C6H12NO5S (the ωB97M-V functional and the def2-TZVPD basis, the OMol25 dataset).

E	-1064.51998	hartree
relative energy (zero: lowest compared OMol25 entry of this formula, charge and spin)	64.3	kcal/mol
total charge	+1
LUMO level	-4.01	eV

Atoms and positions in Å:
C: 0.0415 -0.9663 -0.5641
C: 0.4303 -2.3784 -0.3539
C: 0.7598 -1.1778 3.7618
C: -0.9875 1.8386 -0.4263
C: -1.7928 0.6389 -0.9338
C: -0.0300 2.2560 -1.4688
N: 0.6745 -1.3175 2.4478
O: 1.0312 -0.1599 -0.9913
O: 0.3236 -0.4484 1.6943
O: -0.1799 0.1673 -3.1228
O: 2.0370 1.2299 -2.8450
O: -1.2002 -0.6194 -0.6050
S: 0.7278 0.8585 -2.3561
H: -0.4430 -2.8387 -0.0362
H: 1.1769 -2.3561 0.3129
H: 0.7205 -2.8136 -1.3111
H: 0.5072 -0.2256 4.2983
H: 1.8652 -0.8858 3.7524
H: 0.6759 -2.1039 4.3792
H: -1.6119 2.6226 -0.1589
H: -0.4237 1.6723 0.5392
H: -1.9068 0.7519 -2.0932
H: -2.7062 0.5885 -0.4772
H: 0.9249 2.6899 -1.2435
H: -0.6143 2.9770 -2.1986


# 10
# C6H12NOP

A single C6H12NOP molecule (the ωB97M-V functional and the def2-TZVPD basis, the OMol25 dataset).

E	-707.09580	hartree
relative energy (zero: lowest compared OMol25 entry of this formula, charge and spin)	36.5	kcal/mol
SMILES string	C=C=N[P@@](=C)(C)OCC
LUMO level	0.85	eV

Atoms and positions in Å:
C: -2.9124 0.1704 -2.3317
C: -2.0193 0.1024 -1.3784
N: -1.0818 -0.0787 -0.6215
P: -0.4434 0.2918 0.9319
C: -1.5997 1.0315 1.9237
C: 0.0311 -1.3558 1.5573
O: 0.9387 1.0271 0.4764
C: 1.8364 0.8185 -0.6136
C: 2.5881 -0.5006 -0.5251
H: -3.7769 -0.4645 -2.2966
H: -2.8353 0.8835 -3.1285
H: -1.3351 1.0049 2.9728
H: -1.8854 2.0204 1.5834
H: -0.8111 -1.7530 2.1137
H: 0.2880 -2.0240 0.7414
H: 0.8860 -1.2413 2.2235
H: 1.2771 0.8752 -1.5540
H: 2.5311 1.6610 -0.5561
H: 1.9149 -1.3337 -0.7115
H: 3.3783 -0.5212 -1.2708
H: 3.0309 -0.6141 0.4634